[1]
Density functional theory data (wB97M-V/def2-TZVPD) for C37H32MnN3O4P2 as an isolated structure.

```
! wB97M-V def2-TZVPD RIJCOSX def2/J DEFGRID3
* xyz 1 6
Mn -0.63 1.08 -0.69
O -4.35 4.61 -3.54
C -3.19 5.22 -3.39
O -2.97 6.33 -3.78
C -2.08 4.46 -2.72
C -0.82 5.00 -2.61
N -0.05 4.10 -1.98
N -0.73 2.99 -1.67
C -1.97 3.19 -2.12
C -2.97 2.08 -1.90
O -4.11 2.21 -2.31
O -2.51 1.05 -1.26
H -4.33 3.70 -3.15
H -0.45 5.96 -2.94
H 0.93 4.17 -1.77
C 2.17 -0.83 -0.08
N 1.57 -1.28 1.16
C 1.21 -0.24 2.11
P -0.23 0.89 1.68
C 0.19 2.37 2.63
C 0.47 2.28 3.99
C 0.82 3.42 4.70
C 0.90 4.65 4.06
C 0.61 4.75 2.70
C 0.26 3.61 1.99
C -1.71 0.15 2.44
C -2.49 0.83 3.37
C -3.65 0.23 3.86
C -4.04 -1.02 3.42
C -3.27 -1.69 2.46
C -2.12 -1.10 1.97
C 1.57 -2.66 1.55
C 0.74 -3.12 2.57
C 0.77 -4.45 2.98
C 1.62 -5.36 2.37
C 2.45 -4.90 1.35
C 2.43 -3.57 0.95
P 0.94 -0.57 -1.47
C 0.13 -2.18 -1.63
C 0.86 -3.32 -1.95
C 0.22 -4.55 -2.04
C -1.15 -4.64 -1.82
C -1.89 -3.51 -1.52
C -1.25 -2.27 -1.44
C 2.00 -0.35 -2.93
C 3.12 0.49 -2.85
C 3.93 0.69 -3.95
C 3.63 0.07 -5.16
C 2.51 -0.75 -5.26
C 1.70 -0.96 -4.15
H 2.91 -1.52 -0.47
H 2.68 0.12 0.09
H 2.04 0.46 2.25
H 0.98 -0.67 3.07
H 0.40 1.33 4.51
H 1.04 3.34 5.76
H 1.18 5.53 4.62
H 0.66 5.71 2.21
H 0.02 3.69 0.94
H -2.21 1.81 3.72
H -4.25 0.76 4.59
H -4.94 -1.48 3.80
H -3.58 -2.66 2.10
H -1.54 -1.61 1.21
H 0.04 -2.45 3.06
H 0.11 -4.77 3.77
H 1.65 -6.39 2.69
H 3.13 -5.59 0.86
H 3.12 -3.27 0.16
H 1.93 -3.26 -2.12
H 0.79 -5.44 -2.28
H -1.65 -5.60 -1.90
H -2.96 -3.57 -1.38
H -1.85 -1.40 -1.23
H 3.37 0.99 -1.91
H 4.80 1.33 -3.87
H 4.27 0.22 -6.02
H 2.27 -1.23 -6.20
H 0.82 -1.59 -4.24
*
```

## Properties
Orbital gap (spin up / spin down) (eV): 8.01 / 7.30
HOMO level (spin up / spin down) (eV): -10.57 / -10.58
LUMO (spin up / spin down) (eV): -2.569 / -3.284

Here are the Löwdin charges for atoms 1 to 4, given in e: 0.671, 0.152, -0.491, 0.122


[2]
Density functional theory data (wB97M-V/def2-TZVPD) for C37H33CdCl3FGeN4O7S2Te as an isolated structure in a non-equilibrium geometry.

```
! wB97M-V def2-TZVPD RIJCOSX def2/J DEFGRID3
* xyz -1 1
Cd -16.92 -11.31 6.88
C -24.51 -11.90 9.71
C -23.80 -13.10 9.08
N -22.82 -12.61 8.05
C -21.67 -12.19 8.63
C -20.56 -11.87 7.93
C -19.46 -11.13 8.63
O -19.34 -11.35 9.86
O -18.70 -10.33 7.97
C -20.54 -12.25 6.53
O -19.50 -12.31 5.81
C -21.83 -12.61 5.93
C -21.94 -12.65 4.50
C -23.21 -12.75 3.97
F -23.35 -12.71 2.60
C -24.40 -13.04 4.71
C -24.26 -12.95 6.09
C -22.97 -12.71 6.69
N -25.63 -13.35 4.09
C -25.57 -14.62 3.32
C -26.77 -14.69 2.35
N -28.02 -14.51 3.12
C -28.12 -13.22 3.95
C -26.93 -13.16 4.86
H -25.23 -12.20 10.45
H -25.04 -11.33 8.91
H -23.83 -11.16 10.10
H -24.57 -13.79 8.71
H -23.16 -13.65 9.79
H -21.73 -12.10 9.75
H -21.02 -12.44 3.95
H -25.17 -13.07 6.72
H -25.47 -15.44 4.04
H -24.62 -14.60 2.79
H -26.71 -15.68 1.88
H -26.68 -13.92 1.62
H -28.06 -15.31 3.81
H -28.88 -14.67 2.56
H -29.09 -13.32 4.48
H -28.12 -12.42 3.21
H -26.99 -13.88 5.75
H -26.94 -12.16 5.33
Ge -17.28 -10.46 2.42
C -18.20 -12.08 1.69
C -18.59 -12.17 0.36
C -19.44 -13.21 -0.04
C -19.79 -14.19 0.89
C -19.26 -14.15 2.11
C -18.37 -13.20 2.52
C -15.34 -10.78 2.17
C -14.55 -10.18 1.16
C -13.19 -10.40 1.07
C -12.58 -11.26 1.95
C -13.31 -11.75 3.03
C -14.70 -11.61 3.07
H -17.69 -9.21 1.50
H -18.18 -11.45 -0.31
H -19.87 -13.23 -1.03
H -20.53 -14.93 0.58
H -19.50 -14.94 2.84
H -17.88 -13.28 3.50
H -15.00 -9.56 0.42
H -12.63 -9.81 0.32
H -11.54 -11.51 1.87
H -12.86 -12.41 3.76
H -15.27 -12.13 3.90
Cl -18.03 -16.32 6.25
C -16.30 -15.74 6.54
Cl -15.13 -16.50 5.47
Cl -16.05 -16.05 8.22
C -16.44 -14.12 6.30
O -16.59 -13.47 7.36
O -16.40 -13.71 5.14
Te -17.89 -9.55 4.74
O -10.80 -8.75 8.52
S -11.78 -9.03 7.52
O -11.76 -8.47 6.18
N -13.34 -8.76 8.14
C -14.01 -9.90 8.22
S -15.57 -10.06 8.92
C -13.26 -11.15 7.92
C -13.62 -12.52 8.08
C -12.85 -13.47 7.49
C -11.77 -13.08 6.63
C -11.26 -11.78 6.68
C -12.02 -10.78 7.36
H -14.58 -12.81 8.61
H -13.04 -14.55 7.54
H -11.26 -13.82 6.03
H -10.38 -11.50 6.11
*
```

## Properties
Orbital gap (eV): 2.47
HOMO level (eV): -3.55
LUMO (eV): -1.073

Here are the Löwdin charges for atoms 1 to 4, given in e: 1.170, -0.080, -0.178, -0.057


[3]
Density functional theory data (wB97M-V/def2-TZVPD) for C37H34AuN7O2 as an isolated structure.

```
! wB97M-V def2-TZVPD RIJCOSX def2/J DEFGRID3
* xyz 0 3
Au -0.05 -0.71 0.23
C -1.21 -1.84 3.41
N -1.55 -0.68 2.61
C -2.90 -0.54 2.12
C -3.08 -1.00 0.69
N -2.15 -1.14 -0.20
C -2.77 -1.62 -1.35
C -2.23 -2.01 -2.57
C -3.12 -2.46 -3.53
C -4.50 -2.54 -3.29
C -5.04 -2.18 -2.07
C -4.14 -1.72 -1.11
N -4.31 -1.33 0.21
C -0.56 -2.96 2.63
N -0.35 -2.97 1.34
C 0.34 -4.14 1.08
C 0.83 -4.63 -0.13
C 1.49 -5.85 -0.10
C 1.66 -6.56 1.10
C 1.18 -6.08 2.31
C 0.52 -4.86 2.27
N -0.07 -4.07 3.25
H -0.49 -1.53 4.17
H -2.08 -2.25 3.94
H -1.21 0.17 3.02
H -3.62 -1.11 2.74
H -3.19 0.51 2.17
H -1.17 -1.95 -2.77
H -2.73 -2.76 -4.50
H -5.15 -2.89 -4.08
H -6.10 -2.24 -1.88
H -5.17 -1.27 0.71
H 0.70 -4.07 -1.04
H 1.89 -6.26 -1.01
H 2.19 -7.50 1.08
H 1.33 -6.63 3.23
H -0.10 -4.27 4.23
C 2.29 6.97 -0.22
C 1.92 5.64 0.38
C 2.08 5.42 1.74
C 1.75 4.21 2.32
C 1.25 3.19 1.52
C 1.09 3.39 0.15
N 0.57 2.33 -0.63
C -0.71 2.34 -1.14
C -1.65 3.27 -0.67
C -2.94 3.30 -1.18
C -3.32 2.42 -2.19
C -2.39 1.52 -2.68
C -1.10 1.44 -2.16
C -0.19 0.38 -2.73
O -0.25 0.11 -3.92
O 0.61 -0.21 -1.89
C 1.43 4.61 -0.43
C 1.25 4.84 -1.91
H 2.57 7.68 0.56
H 1.46 7.39 -0.79
H 3.13 6.88 -0.91
H 2.46 6.23 2.36
H 1.88 4.05 3.38
H 1.00 2.22 1.93
H 1.19 1.63 -1.01
H -1.36 3.97 0.10
H -3.64 4.02 -0.79
H -4.32 2.46 -2.60
H -2.64 0.84 -3.48
H 1.05 3.91 -2.43
H 2.14 5.30 -2.35
H 0.41 5.52 -2.10
N 1.64 -0.23 1.17
C 2.86 -0.59 0.76
C 3.12 -1.27 -0.46
C 4.40 -1.64 -0.80
C 5.47 -1.33 0.05
C 5.25 -0.65 1.24
C 3.97 -0.28 1.60
H 2.29 -1.46 -1.14
H 4.58 -2.16 -1.73
H 6.48 -1.62 -0.23
H 6.08 -0.40 1.89
H 3.77 0.26 2.51
*
```

## Properties
Orbital gap (spin up / spin down) (eV): 7.17 / 6.72
HOMO level (spin up / spin down) (eV): -7.07 / -7.13
LUMO (spin up / spin down) (eV): 0.109 / -0.415

Here are the Löwdin charges for atoms 1 to 4, given in e: 1.027, -0.133, -0.080, -0.129


[4]
Density functional theory data (wB97M-V/def2-TZVPD) for C37H34BrCoGe2N4O2SSe as an isolated structure.

```
! wB97M-V def2-TZVPD RIJCOSX def2/J DEFGRID3
* xyz 1 2
Co 1.36 0.87 1.10
C -0.45 3.36 0.59
C 0.80 3.36 -0.24
C 1.05 4.45 -1.11
C 2.19 4.46 -1.85
C 3.12 3.41 -1.74
C 4.34 3.38 -2.45
C 5.21 2.34 -2.26
C 4.91 1.31 -1.35
C 3.73 1.30 -0.64
S 3.34 0.06 0.53
C 2.82 2.37 -0.84
N 1.64 2.35 -0.14
H -0.47 4.23 1.24
H -0.55 2.47 1.21
H -1.33 3.41 -0.05
H 0.32 5.24 -1.17
H 2.39 5.28 -2.53
H 4.57 4.18 -3.14
H 6.14 2.30 -2.80
H 5.62 0.50 -1.20
C -0.98 2.22 -2.89
Ge -2.05 0.59 -2.80
C -3.96 1.01 -2.97
C -1.53 -0.67 -4.21
Ge -1.75 -0.45 -0.60
C -2.38 0.50 0.98
C -3.28 1.56 0.90
C -3.65 2.26 2.03
C -3.13 1.92 3.27
C -2.25 0.84 3.37
C -1.89 0.14 2.24
C -2.22 -2.34 -0.53
C -2.99 -2.91 -1.54
C -3.32 -4.26 -1.52
C -2.85 -5.06 -0.49
C -2.08 -4.51 0.53
C -1.77 -3.16 0.51
H -0.90 2.54 -3.93
H 0.02 2.04 -2.50
H -1.46 3.03 -2.32
H -4.16 1.37 -3.98
H -4.26 1.80 -2.27
H -4.58 0.14 -2.79
H -1.90 -0.28 -5.16
H -1.96 -1.66 -4.05
H -0.45 -0.75 -4.26
H -3.68 1.85 -0.06
H -4.35 3.08 1.95
H -3.42 2.47 4.16
H -1.87 0.55 4.34
H -1.23 -0.71 2.33
H -3.36 -2.29 -2.36
H -3.92 -4.68 -2.31
H -3.09 -6.12 -0.47
H -1.72 -5.14 1.33
H -1.17 -2.75 1.31
Br 2.14 -4.88 2.21
C 1.90 -4.20 0.45
C 2.11 -5.04 -0.64
C 1.92 -4.53 -1.92
C 1.53 -3.22 -2.10
C 1.31 -2.40 -1.00
C 1.50 -2.89 0.28
C 0.82 -1.02 -1.21
O 0.94 -0.42 -2.25
O 0.10 -0.49 -0.17
H 2.41 -6.06 -0.49
H 2.08 -5.18 -2.77
H 1.38 -2.81 -3.10
H 1.35 -2.24 1.13
Se 1.67 3.43 4.25
N 1.66 2.31 5.61
C 1.55 1.09 5.13
C 1.48 -0.14 5.86
C 1.34 -1.28 5.14
C 1.27 -1.25 3.71
N 1.35 -0.16 2.99
C 1.48 1.01 3.70
N 1.52 2.14 3.03
H 1.54 -0.13 6.94
H 1.28 -2.24 5.62
H 1.16 -2.19 3.18
*
```

## Properties
Orbital gap (spin up / spin down) (eV): 5.48 / 5.47
HOMO level (spin up / spin down) (eV): -9.87 / -9.86
LUMO (spin up / spin down) (eV): -4.392 / -4.391

Here are the Löwdin charges for atoms 1 to 4, given in e: 0.358, -0.012, -0.304, -0.015


[5]
Density functional theory data (wB97M-V/def2-TZVPD) for a 4-piece molecular cluster, C37H34BrN5O6 overall in a non-equilibrium geometry.

```
! wB97M-V def2-TZVPD RIJCOSX def2/J DEFGRID3
* xyz 0 1
C 3.21 -6.20 -3.97
C 2.86 -5.94 -2.46
C 1.59 -6.40 -1.84
C 1.24 -6.13 -0.42
C 2.16 -5.40 0.47
C 1.83 -5.06 1.98
C 1.45 -3.52 1.97
C 2.36 -2.51 2.61
N 2.18 -1.16 2.64
C 1.00 -0.84 1.98
C 0.64 0.63 1.87
C -0.57 1.10 1.20
C -0.95 2.61 1.02
C -0.82 3.03 -0.51
C 0.21 2.17 -1.33
Br -0.30 4.96 -0.65
C -1.55 0.09 0.61
C -1.22 -1.32 0.71
C 0.05 -1.80 1.37
N 0.28 -3.18 1.37
C 3.46 -4.97 -0.14
C 3.81 -5.22 -1.55
H 4.20 -5.75 -4.26
H 2.43 -5.72 -4.64
H 3.21 -7.29 -4.24
H 0.85 -6.95 -2.49
H 0.24 -6.48 -0.04
H 2.68 -5.30 2.67
H 0.88 -5.59 2.28
H 3.29 -2.91 3.10
H 1.30 1.42 2.30
H -2.06 2.68 1.27
H -0.40 3.30 1.72
H -1.84 2.93 -1.02
H -0.19 1.15 -1.62
H 0.43 2.69 -2.32
H 1.21 2.06 -0.83
H -2.49 0.41 0.09
H -1.93 -2.08 0.28
H 4.15 -4.41 0.56
H 4.79 -4.89 -1.98
C -6.90 6.02 -2.57
C -5.61 5.59 -2.89
C -5.06 4.51 -2.21
C -5.80 3.88 -1.22
C -7.08 4.31 -0.89
C -7.63 5.38 -1.58
N -5.22 2.73 -0.51
O -4.09 2.39 -0.81
O -5.91 2.17 0.32
H -7.33 6.86 -3.11
H -5.05 6.08 -3.67
H -4.06 4.18 -2.46
H -7.66 3.82 -0.12
H -8.63 5.73 -1.33
C 2.28 0.09 -3.11
C 1.66 0.16 -4.35
C 1.92 -0.80 -5.31
C 2.80 -1.83 -5.02
C 3.43 -1.91 -3.79
C 3.17 -0.94 -2.83
N 3.06 -2.86 -6.03
O 2.50 -2.76 -7.11
O 3.81 -3.77 -5.73
H 2.08 0.84 -2.35
H 0.97 0.97 -4.56
H 1.43 -0.73 -6.28
H 4.12 -2.71 -3.56
H 3.66 -1.00 -1.86
C 1.16 1.21 5.57
C -0.22 1.38 5.53
C -0.79 2.55 6.01
C 0.03 3.54 6.54
C 1.41 3.38 6.59
C 1.98 2.20 6.10
N -0.57 4.79 7.03
O -1.78 4.89 6.98
O 0.19 5.65 7.45
H 1.61 0.30 5.18
H -0.84 0.60 5.11
H -1.86 2.67 5.97
H 2.05 4.14 7.00
H 3.05 2.06 6.14
*
```

## Properties
Orbital gap (eV): 7.62
HOMO level (eV): -8.55
SMILES: Cc1ccc(Cc2cnc3cc(C[C@H](C)Br)ccc3n2)cc1.O=[N+]([O-])c1ccccc1.O=[N+]([O-])c1ccccc1.O=[N+]([O-])c1ccccc1
LUMO (eV): -0.933

Here are the Löwdin charges for atoms 1 to 4, given in e: -0.085, -0.229, -0.038, -0.037


[6]
Density functional theory data (wB97M-V/def2-TZVPD) for C37H34IrN4O4P2 as an isolated structure in a non-equilibrium geometry.

```
! wB97M-V def2-TZVPD RIJCOSX def2/J DEFGRID3
* xyz 3 5
Ir 9.87 11.77 11.95
O 11.87 15.37 14.05
C 11.17 14.39 13.48
O 11.21 13.18 13.72
C 10.21 14.91 12.51
C 9.94 16.26 12.42
C 8.97 16.70 11.61
C 8.43 15.80 10.74
C 8.69 14.45 10.85
N 9.58 14.01 11.76
C 7.99 13.25 10.11
O 6.97 13.51 9.31
O 8.31 12.10 10.40
H 12.55 14.96 14.58
H 10.48 16.85 13.16
H 8.58 17.74 11.54
H 7.64 16.14 10.04
H 6.89 14.45 9.11
C 12.50 8.90 9.54
N 11.49 9.84 10.17
P 11.94 10.93 11.36
C 12.75 10.05 12.79
C 12.16 9.98 14.01
C 12.78 9.27 15.05
C 14.00 8.66 14.77
C 14.65 8.83 13.57
C 13.99 9.54 12.57
C 12.99 12.21 10.73
C 14.03 12.73 11.41
C 14.77 13.82 10.94
C 14.35 14.46 9.81
C 13.36 13.89 8.98
C 12.66 12.80 9.46
P 9.88 9.47 10.19
C 9.24 8.99 8.59
C 8.91 7.64 8.32
C 8.29 7.30 7.12
C 8.14 8.22 6.12
C 8.51 9.49 6.36
C 9.03 9.92 7.58
C 9.56 8.17 11.46
C 10.61 7.57 12.17
C 10.14 6.78 13.23
C 8.81 6.45 13.43
C 7.83 6.95 12.56
C 8.17 7.90 11.65
H 13.45 9.43 9.52
H 12.10 8.67 8.55
H 12.71 7.99 10.08
H 11.15 10.38 14.24
H 12.26 9.16 16.00
H 14.41 8.01 15.56
H 15.69 8.47 13.43
H 14.54 9.78 11.74
H 14.42 12.20 12.23
H 15.67 14.21 11.50
H 14.81 15.50 9.53
H 13.23 14.28 7.98
H 11.91 12.30 8.83
H 9.06 6.90 9.18
H 7.96 6.25 6.97
H 7.63 8.09 5.18
H 8.48 10.25 5.59
H 9.33 10.94 7.74
H 11.65 7.79 12.00
H 10.79 6.40 14.00
H 8.58 5.79 14.22
H 6.90 6.40 12.59
H 7.42 8.38 11.01
N 6.66 9.75 16.99
C 7.16 10.28 15.87
C 6.74 10.00 14.56
C 7.43 10.53 13.51
N 8.56 11.33 13.60
C 8.89 11.64 14.89
C 8.23 11.21 15.98
H 5.79 9.22 16.96
H 7.06 9.95 17.89
H 5.82 9.41 14.41
H 7.23 10.22 12.48
H 9.76 12.35 15.00
H 8.60 11.52 16.95
*
```

## Properties
Orbital gap (spin up / spin down) (eV): 6.69 / 5.73
HOMO level (spin up / spin down) (eV): -15.40 / -16.24
LUMO (spin up / spin down) (eV): -8.712 / -10.511

Here are the Löwdin charges for atoms 1 to 4, given in e: 1.212, 0.185, -0.412, 0.007